Molecular formula: C20H44B2IO11P2S
Method: DFT, ωB97M-V/def2-TZVPD

Last column: Löwdin charge in e.
CARTESIAN COORDINATES (ANGSTROEM)
I  2.2705  -0.7053  -1.8757  0.289
S  -0.2228  3.2577  2.0129  0.226
P  1.5158  1.1006  -0.2936  0.529
P  0.5448  1.5659  2.6172  0.242
O  0.3510  1.9226  -1.1620  -0.458
O  -1.1971  6.8474  -2.5278  -0.189
O  -2.2215  -0.8376  -4.1083  -0.189
O  2.0619  1.8153  3.1988  -0.236
O  2.6804  -6.6737  4.8887  -0.193
O  -1.5630  0.0897  -6.8095  -0.195
O  -1.8163  0.2906  1.4495  -0.122
O  1.2776  5.7859  -3.7049  -0.197
O  -0.2219  0.9799  3.9318  -0.222
O  4.1316  -4.1515  5.2756  -0.189
O  1.2336  -1.9492  2.7708  0.042
C  -4.1432  0.1315  1.2421  -0.013
C  3.3442  -1.0339  1.6884  -0.068
C  -0.3973  7.5667  -1.6059  -0.111
C  -2.4806  -0.9511  -6.5140  -0.212
C  -0.7992  7.0311  -3.8765  -0.213
C  -3.1508  -0.7430  -5.1703  -0.216
C  -4.1774  -2.3176  2.4816  -0.102
C  4.1077  -5.2150  6.2086  -0.217
C  -2.9529  -0.4291  1.6557  -0.292
C  -0.2142  -0.2679  -6.5482  -0.106
C  -3.0010  -1.6507  2.2839  -0.023
C  -5.3611  -1.7541  2.0771  -0.118
C  -5.3176  -0.5254  1.4623  -0.110
C  -0.7323  -0.4300  0.8022  -0.174
C  -1.7990  0.4285  -3.6186  -0.100
C  2.8869  -3.4668  5.1706  -0.092
C  0.0360  5.8697  -4.3793  -0.214
C  2.7349  -6.4345  3.4921  -0.109
C  3.9448  -6.5568  5.5220  -0.211
C  1.2890  4.7973  -2.6766  -0.098
B  1.7780  -0.9575  1.9077  -0.537
B  0.7366  0.2216  1.2490  -0.879
H  0.3944  4.8411  -2.0547  0.082
H  -1.9853  -1.9267  -6.5470  0.124
H  0.3772  0.6465  -6.5398  0.089
H  3.9988  -7.3474  6.2781  0.121
H  3.3263  -5.5482  3.2538  0.085
H  -0.8500  -0.3783  -0.2883  0.086
H  2.0444  -4.1582  5.1084  0.087
H  -6.3081  -2.2516  2.2490  0.096
H  2.7541  -2.8032  6.0320  0.092
H  1.3790  3.8007  -3.1162  0.084
H  2.1583  4.9797  -2.0470  0.092
H  -1.1258  1.3230  3.8897  0.056
H  -4.1296  1.1018  0.7602  0.123
H  -2.0919  -2.1201  2.6481  0.120
H  0.2568  6.0324  -5.4404  0.121
H  -3.2475  -0.9348  -7.2962  0.120
H  -0.4777  1.9116  -0.6543  0.017
H  1.9925  1.7999  4.1648  0.068
H  -0.9076  0.2757  -3.0129  0.055
H  2.9077  -2.8636  4.2670  0.068
H  -1.7148  7.0900  -4.4749  0.120
H  1.7156  -6.2781  3.1412  0.088
H  0.1617  -0.9235  -7.3421  0.085
H  -6.2471  -0.0546  1.1538  0.102
H  0.9761  -2.7310  2.2722  0.094
H  -0.5910  7.1644  -0.6127  0.091
H  -2.5819  0.8642  -2.9876  0.091
H  -3.8925  -1.5359  -5.0226  0.122
H  -0.1035  -0.7628  -5.5817  0.085
H  4.7550  -6.7199  4.8044  0.124
H  0.6675  7.4617  -1.8234  0.084
H  3.7181  -2.0542  1.5361  0.060
H  3.1547  -7.3056  2.9766  0.086
H  -0.5195  4.9307  -4.2910  0.126
H  -0.6717  8.6283  -1.6169  0.084
H  3.7349  -0.3718  0.9139  0.016
H  -0.2556  7.9741  -3.9970  0.122
H  -3.6757  0.2176  -5.1460  0.125
H  -1.5552  1.1189  -4.4288  0.085
H  3.8018  -0.6958  2.6346  0.070
H  -4.1752  -3.2899  2.9609  0.103
H  3.3178  -5.0643  6.9517  0.124
H  5.0699  -5.2064  6.7330  0.122
H  -0.7115  -1.4880  1.0740  0.085

Properties
- Charge: -1
- Lowest unoccupied orbital energy: 0.0874 Eh
- Frontier orbital gap: 6.8 eV
- HOMO energy: -4.465 eV



Molecular formula: C20H44BO10PS
Method: DFT, ωB97M-V/def2-TZVPD

Last column: Löwdin charge in e.
CARTESIAN COORDINATES (ANGSTROEM)
S  4.9955  -2.1243  3.3842  0.051
P  4.3746  -0.9296  1.9527  0.276
O  -7.0497  -2.0498  -7.2881  0.103
O  5.3590  3.4444  3.4925  0.005
O  4.4925  2.9958  -0.7840  0.008
O  -6.1658  -3.0470  -5.5452  -0.002
O  6.5795  2.4474  1.9852  0.084
O  -1.8070  -1.8358  -1.9022  -0.007
O  -3.4877  -1.8425  -0.4972  0.091
O  -7.9785  -1.3016  1.8390  -0.004
O  3.9606  0.8929  -0.4962  0.031
O  -6.7613  0.4891  2.1874  0.101
C  -8.0267  -3.5630  2.7739  -0.065
C  -5.1507  -2.2590  -3.4534  -0.056
C  -6.7810  -0.6985  2.0066  -0.524
C  6.1791  2.4461  3.1240  -0.528
C  5.4672  4.0543  -0.8731  -0.222
C  4.8368  1.7056  -0.6887  -0.534
C  -8.1096  -2.6967  1.5348  -0.235
C  6.5871  1.4000  4.1233  0.005
C  -5.0966  -3.2378  -4.6052  -0.228
C  -1.9748  -0.0382  -0.2105  0.024
C  6.2701  1.2854  -0.8852  0.008
C  5.9369  4.2733  -2.2944  -0.062
C  -6.1334  -2.1105  -6.5144  -0.533
C  -5.5210  -1.5244  2.0061  0.009
C  4.7456  3.5179  4.7927  -0.225
C  -2.4886  -1.2895  -0.8760  -0.520
C  5.6754  4.1138  5.8266  -0.061
C  -4.9809  -1.1374  -6.5753  0.009
C  0.6083  -1.5246  -1.6463  -0.056
C  -0.6295  -1.2316  -2.4644  -0.224
B  2.4915  -0.5170  2.0686  -0.129
H  -1.4046  0.6212  -0.8580  0.076
H  -8.7736  -3.2507  3.5038  0.083
H  6.4358  0.3760  -0.3133  0.081
H  -9.0964  -2.7758  1.0813  0.122
H  -4.1329  -3.2129  -5.1167  0.109
H  5.0901  4.4698  -2.9522  0.083
H  -4.8743  -0.8192  -7.6090  0.089
H  5.1451  4.2294  6.7730  0.084
H  5.8481  1.2070  4.8954  0.077
H  1.9763  -0.6453  3.1288  -0.010
H  -5.2493  -0.2637  -5.9790  0.093
H  -5.5609  -2.4328  1.4134  0.068
H  6.2808  3.8604  -0.1768  0.099
H  -4.7159  -0.9014  1.6275  0.069
H  -5.2436  -4.2552  -4.2465  0.123
H  -8.2161  -4.6049  2.5099  0.081
H  -1.3316  -0.3386  0.6189  0.094
H  7.5067  1.7338  4.6074  0.100
H  0.7509  -2.6008  -1.5446  0.088
H  4.3744  2.5373  5.0920  0.112
H  6.0220  5.0955  5.5039  0.085
H  -0.7837  -0.1606  -2.6015  0.112
H  -0.5526  -1.6790  -3.4540  0.123
H  -4.0370  -1.5251  -6.2034  0.068
H  -7.0429  -3.5059  3.2388  0.067
H  -6.1173  -2.3166  -2.9520  0.087
H  1.8862  -0.2343  1.0922  -0.025
H  6.7981  0.4686  3.6024  0.063
H  -7.3799  -2.9939  0.7807  0.110
H  -2.8291  0.4929  0.2015  0.092
H  6.6052  5.1355  -2.3283  0.083
H  4.5203  -1.4521  0.6505  -0.028
H  6.9946  2.0305  -0.5799  0.069
H  -4.3733  -2.4949  -2.7250  0.057
H  -5.0013  -1.2327  -3.7889  0.071
H  3.8821  4.1617  4.6356  0.124
H  6.4821  3.4117  -2.6787  0.068
H  4.9279  4.9285  -0.5116  0.125
H  -5.2936  -1.7917  3.0396  0.097
H  5.0793  0.2832  1.8476  -0.057
H  6.5430  3.4786  6.0021  0.069
H  6.4166  1.0494  -1.9413  0.098
H  0.5391  -1.0893  -0.6513  0.043
H  1.4882  -1.1003  -2.1324  0.087

Properties
- Lowest unoccupied orbital energy: -0.0415 Eh
- Frontier orbital gap: 7.4 eV
- HOMO energy: -8.563 eV



Molecular formula: C20H44BeNO2P2
Method: DFT, ωB97M-V/def2-TZVPD

Last column: natural (NBO) charge in e.
CARTESIAN COORDINATES (ANGSTROEM)
P  0.0800  -2.2953  -0.8430  0.836
P  0.0744  2.3243  -0.5575  0.844
O  0.0933  -0.1883  1.7566  -0.582
O  -2.4682  -0.0584  0.5788  -0.620
N  1.7605  0.0634  -1.5142  -0.759
C  2.5951  1.2600  -1.1226  -0.219
C  1.7490  -2.3991  -1.6293  -0.745
C  0.2644  3.1713  1.0931  -0.509
C  1.4867  0.1619  3.6407  -0.727
C  -0.9781  3.0168  1.9567  -0.616
C  -1.0930  3.2725  -1.6170  -0.525
C  -0.5470  -4.3675  -2.6846  -0.612
C  0.1745  -0.1093  2.9702  0.646
C  -0.9372  -3.2544  1.5974  -0.606
C  -1.3911  -0.0431  0.1327  0.309
C  -1.0894  -3.1069  -2.0091  -0.522
C  1.7466  2.5174  -1.3247  -0.745
C  0.7042  4.6289  1.0050  -0.615
C  -2.4722  3.4239  -0.9634  -0.609
C  -0.5486  4.6085  -2.1260  -0.612
C  2.5947  -1.1762  -1.2699  -0.218
C  -2.4652  -3.3388  -1.3715  -0.609
C  0.2788  -3.3403  0.6889  -0.507
C  -1.0130  -0.2616  3.8723  -0.742
C  0.6796  -4.7885  0.4231  -0.615
Be  0.0637  0.0347  -0.9038  1.508
H  -1.2027  2.5912  -2.4791  0.245
H  -2.4765  4.2032  -0.1909  0.207
H  2.9777  -1.1789  -0.2378  0.212
H  1.0330  4.9388  2.0058  0.222
H  3.4198  1.2578  -1.8708  0.203
H  -3.1931  3.7245  -1.7348  0.230
H  -1.9350  -0.3330  3.2848  0.242
H  -0.6998  3.2233  2.9977  0.217
H  -1.0914  0.5955  4.5575  0.250
H  1.9035  0.1258  -2.5081  0.389
H  1.0781  2.5820  1.5440  0.217
H  -3.1898  -3.5452  -2.1703  0.229
H  -2.8230  -2.4590  -0.8221  0.219
H  -0.9112  -1.1667  4.4910  0.256
H  -2.8312  2.4843  -0.5257  0.219
H  -1.4051  2.0087  1.9155  0.213
H  -0.1222  5.2927  0.7212  0.213
H  0.4257  4.5063  -2.6133  0.207
H  -1.2522  -4.6678  -3.4699  0.226
H  1.3979  0.1187  4.7283  0.234
H  2.9813  1.1337  -0.0998  0.211
H  3.4241  -1.0823  -2.0086  0.203
H  -1.7593  3.7341  1.6790  0.221
H  1.1182  -2.8274  1.1882  0.220
H  0.4239  -4.2028  -3.1615  0.207
H  -0.4567  -5.2048  -1.9836  0.212
H  1.6009  -2.5013  -2.7204  0.243
H  -1.2626  -2.2229  1.7558  0.213
H  -0.8144  0.1063  -1.7450  -0.609
H  -1.2031  -2.3230  -2.7785  0.243
H  -0.4645  5.3511  -1.3251  0.211
H  2.2776  3.3701  -0.8765  0.246
H  1.5467  4.7985  0.3255  0.209
H  1.5103  -4.8956  -0.2823  0.208
H  2.2779  -3.3032  -1.2895  0.247
H  2.2232  -0.5774  3.3031  0.246
H  -2.4648  -4.2060  -0.6985  0.207
H  1.5960  2.7543  -2.3947  0.243
H  1.8488  1.1563  3.3474  0.245
H  -0.1675  -5.3910  0.0758  0.212
H  -1.2490  5.0045  -2.8719  0.227
H  1.0095  -5.2195  1.3761  0.222
H  -0.6611  -3.6730  2.5716  0.216
H  -1.7803  -3.8368  1.2114  0.216

Properties
- Charge: +1
- Lowest unoccupied orbital energy: -0.0769 Eh
- Frontier orbital gap: 8.5 eV
- HOMO energy: -10.642 eV



> Which of these has the lowest HOMO energy?

C20H44BeNO2P2



> Which formula does entry 2 have?

C20H44BO10PS



> Which formula does entry 2 have?

C20H44BO10PS



> Number 1 is which compound?

C20H44B2IO11P2S